Here is a cluster of 10 separate species, C32H68FN11O11S in total at a distorted geometry from the OMol25 dataset. Energies are from ωB97M-V/def2-TZVPD.

**Strongest force on any atom**: 6.831 eV/A
**Charge**: 0
**SMILES string**: O=S(=O)(F)Nc1ccccn1.CNC(C)=O.CNC(C)=O.CNC(C)=O.CNC(C)=O.CNC(C)=O.CNC(C)=O.CNC(C)=O.CNC(C)=O.CNC(C)=O
**E_HOMO**: -8.14 eV

Geometry as XYZ:
```
124
Properties=species:S:1:pos:R:3:forces:R:3
O 1.539 -0.612 1.324 0.5 5.3 -3.8
S 1.623 0.749 0.529 0.7 -1.8 6.6
O 1.664 1.980 1.466 -0.2 -4.2 -4.6
F 3.184 0.694 -0.257 -3.3 0.3 0.7
N 0.445 0.837 -0.759 -0.2 -1.1 0.9
C -0.997 0.824 -0.201 -2.5 1.1 1.6
C -1.422 2.196 0.562 -3.3 -3.2 -0.1
C -2.977 2.219 1.181 2.5 -5.0 -3.2
C -3.773 0.805 0.824 2.0 0.7 -0.4
C -3.166 -0.457 -0.004 2.2 4.0 1.2
N -1.754 -0.426 -0.486 -2.0 4.2 2.7
H 0.590 -0.061 -1.311 -0.3 1.2 0.8
H -0.685 3.108 0.697 -1.6 -2.3 -0.4
H -3.434 3.118 1.773 1.0 -1.9 -1.4
H -4.901 0.717 1.188 2.8 0.2 -0.9
H -3.843 -1.414 -0.228 1.9 2.4 0.4
C 5.411 -0.182 1.625 -0.3 -0.1 0.4
N 6.421 -0.103 2.652 0.7 0.1 0.0
C 7.719 0.298 2.530 0.2 -0.2 1.1
C 8.201 0.722 1.170 0.2 0.1 -0.2
O 8.454 0.305 3.516 -0.3 0.0 -0.6
H 4.578 0.462 1.919 -0.1 -0.1 -0.3
H 5.064 -1.216 1.568 -0.2 0.1 -0.3
H 5.784 0.130 0.648 0.0 0.0 0.3
H 6.170 -0.373 3.597 0.1 0.1 -0.3
H 9.253 1.014 1.229 -0.3 -0.1 0.1
H 8.112 -0.111 0.467 -0.1 0.2 -0.1
H 7.622 1.581 0.820 0.0 -0.2 -0.1
C 6.644 -4.121 2.363 0.3 -0.2 -0.3
N 6.092 -5.384 1.936 -0.5 -0.3 0.1
C 4.913 -5.959 2.311 0.1 -0.9 -0.6
C 4.048 -5.218 3.291 -0.2 0.0 0.1
O 4.590 -7.051 1.847 0.1 0.6 0.3
H 6.787 -3.496 1.478 0.1 0.3 0.2
H 7.614 -4.314 2.827 0.0 0.3 0.1
H 5.999 -3.602 3.074 0.1 -0.2 -0.2
H 6.620 -5.942 1.274 -0.2 0.2 0.2
H 3.144 -5.799 3.494 0.3 0.0 -0.2
H 4.586 -5.077 4.232 -0.1 0.2 -0.1
H 3.752 -4.252 2.872 0.1 0.0 0.2
C -1.398 -4.106 2.213 0.0 0.2 -0.4
N -2.574 -3.298 2.429 -0.5 0.0 0.6
C -3.291 -3.143 3.579 -0.6 0.7 -0.6
C -2.835 -3.890 4.800 0.0 0.0 0.3
O -4.278 -2.408 3.591 0.5 -0.4 0.1
H -0.591 -3.449 1.881 0.2 -0.2 0.0
H -1.623 -4.827 1.423 0.3 -0.1 0.1
H -1.087 -4.638 3.113 -0.1 0.1 -0.1
H -2.942 -2.764 1.649 0.2 -0.1 0.2
H -3.504 -3.668 5.637 0.1 0.0 -0.3
H -2.864 -4.967 4.612 0.2 0.1 0.1
H -1.824 -3.577 5.073 0.0 -0.2 0.0
C -1.156 8.062 2.144 0.5 -0.1 -0.2
N -1.708 6.798 1.717 -1.0 -0.6 0.1
C -2.887 6.223 2.092 0.5 -0.3 -0.5
C -3.752 6.964 3.072 -0.2 0.0 0.1
O -3.210 5.131 1.628 0.0 0.4 0.2
H -1.013 8.686 1.259 0.0 0.2 0.2
H -0.186 7.868 2.608 -0.1 0.4 0.1
H -1.801 8.580 2.855 0.1 -0.2 -0.2
H -1.180 6.241 1.055 -0.1 0.2 0.2
H -4.656 6.383 3.274 0.3 0.0 -0.1
H -3.214 7.105 4.013 -0.1 0.2 -0.1
H -4.048 7.930 2.653 0.1 0.0 0.2
C -5.041 -0.067 -5.149 0.3 -0.2 0.1
N -4.881 0.078 -3.721 -0.4 0.2 0.5
C -5.649 0.800 -2.856 0.6 -0.2 0.9
C -6.821 1.556 -3.415 -0.2 0.2 0.1
O -5.371 0.816 -1.658 -0.4 0.0 -0.8
H -5.171 -1.129 -5.369 0.0 0.1 -0.3
H -4.129 0.292 -5.630 -0.2 -0.1 -0.3
H -5.898 0.491 -5.531 0.2 -0.1 0.2
H -4.111 -0.404 -3.272 0.0 0.0 -0.1
H -7.337 2.083 -2.607 0.2 -0.2 -0.1
H -6.476 2.295 -4.143 -0.2 -0.1 -0.1
H -7.526 0.862 -3.880 0.0 0.2 -0.1
C 4.677 6.620 2.361 0.0 0.1 -0.3
N 3.501 7.429 2.577 -0.6 0.2 0.8
C 2.784 7.584 3.727 -0.2 0.4 -0.7
C 3.240 6.836 4.948 -0.1 0.0 0.3
O 1.797 8.318 3.739 0.2 -0.3 0.1
H 5.484 7.278 2.029 0.1 -0.3 0.0
H 4.452 5.900 1.571 0.3 0.0 0.1
H 4.988 6.088 3.261 -0.2 0.2 -0.1
H 3.133 7.963 1.797 0.3 -0.2 0.0
H 2.572 7.059 5.785 0.1 0.0 -0.3
H 3.211 5.760 4.760 0.2 0.1 0.1
H 4.251 7.149 5.221 0.0 -0.2 0.0
C -4.928 -4.990 -3.779 -0.2 0.3 0.0
N -4.231 -3.820 -3.300 0.5 0.3 0.2
C -2.928 -3.714 -2.912 0.0 0.7 0.2
C -2.071 -4.948 -2.974 0.2 0.0 0.1
O -2.490 -2.631 -2.526 -0.2 -0.3 -0.2
H -5.305 -4.774 -4.781 -0.1 -0.2 -0.1
H -5.770 -5.181 -3.110 -0.1 -0.2 -0.1
H -4.286 -5.871 -3.815 -0.1 0.3 0.1
H -4.745 -2.948 -3.231 0.1 -0.2 0.0
H -1.060 -4.708 -2.635 -0.3 0.1 -0.1
H -2.482 -5.721 -2.320 0.0 -0.1 -0.3
H -2.014 -5.310 -4.004 -0.1 -0.2 0.2
C 4.812 5.737 -3.368 0.4 -0.1 0.1
N 4.872 6.378 -2.076 -0.5 0.5 0.5
C 3.942 7.187 -1.492 0.5 0.0 0.6
C 2.679 7.476 -2.255 -0.2 0.1 0.0
O 4.153 7.655 -0.374 -0.2 -0.1 -0.5
H 4.892 4.659 -3.216 -0.1 0.0 -0.3
H 5.665 6.082 -3.957 -0.1 -0.2 -0.2
H 3.887 5.962 -3.902 0.2 0.0 0.2
H 5.695 6.230 -1.503 -0.2 0.0 -0.2
H 2.036 8.133 -1.664 0.3 -0.2 0.0
H 2.918 7.980 -3.195 -0.1 -0.2 0.0
H 2.139 6.545 -2.448 0.0 0.1 -0.2
C -5.828 -10.013 -4.923 -0.3 0.3 0.0
N -5.131 -8.843 -4.444 0.8 0.2 0.3
C -3.828 -8.737 -4.056 -0.2 0.7 0.1
C -2.971 -9.970 -4.118 0.2 -0.1 0.1
O -3.390 -7.654 -3.670 0.0 -0.8 -0.2
H -6.205 -9.796 -5.924 -0.1 -0.3 0.0
H -6.670 -10.204 -4.254 0.0 -0.3 -0.2
H -5.186 -10.894 -4.959 -0.1 0.3 0.0
H -5.645 -7.971 -4.374 0.1 -0.3 0.0
H -1.960 -9.731 -3.778 -0.3 0.1 -0.1
H -3.382 -10.744 -3.463 0.0 -0.1 -0.2
H -2.914 -10.333 -5.148 -0.1 -0.1 0.1
```
Positions in Å, forces in eV/Å.



Here is a cluster of 4 separate species, CH9O4 in total at a distorted geometry from the OMol25 dataset. Energies are from ωB97M-V/def2-TZVPD.

**Energy above the lowest of the compared OMol25 structures with the same formula, charge and spin**: 1.337 eV
**Strongest force on any atom**: 4.830 eV/A
**2S+1**: 2
**Charge**: 0
**E_HOMO (spin up / spin down)**: -10.45 / -10.45 eV
**⟨S²⟩**: 0.755

Geometry as XYZ:
```
14
Properties=species:S:1:pos:R:3:forces:R:3
C -0.657 1.663 0.256 1.6 1.6 0.4
O -0.787 0.359 -0.305 -0.8 2.6 1.7
H 0.423 1.934 0.680 -1.9 -1.0 -1.3
H -0.793 2.295 -0.650 0.2 0.0 0.3
H -1.340 2.104 1.058 0.1 -1.6 -1.1
H 0.863 -2.019 0.602 2.2 -2.1 -1.7
H 1.310 -1.719 -0.781 1.0 -1.5 0.5
O 1.493 -2.469 -0.125 -3.0 3.5 1.3
H 0.293 0.233 -1.256 2.2 -1.7 -2.9
H 0.616 -0.803 -2.571 0.0 0.8 0.6
O 0.995 -0.087 -2.021 -1.4 0.4 1.4
H -0.706 -0.311 0.931 0.4 -2.1 2.0
H -1.159 -0.350 2.353 -1.0 0.5 1.4
O -0.551 -0.832 1.830 0.6 0.6 -2.6
```
Positions in Å, forces in eV/Å.



Here is a cluster of 2 separate species, H4O2 in total from the OMol25 dataset. Energies are from ωB97M-V/def2-TZVPD.

**Energy above the lowest of the compared OMol25 structures with the same formula, charge and spin**: 0.066 eV
**Strongest force on any atom**: 0.468 eV/A
**Charge**: 0
**SMILES string**: O.O
**E_HOMO**: -10.88 eV

Geometry as XYZ:
```
6
Properties=species:S:1:pos:R:3:forces:R:3
O -0.367 -4.351 -18.556 0.3 0.2 0.0
H 0.262 -3.902 -17.965 -0.3 -0.3 -0.1
H -0.126 -5.281 -18.507 0.0 0.1 0.0
O 0.838 -3.331 -16.090 0.0 0.2 0.2
H 0.343 -2.526 -15.891 0.0 -0.1 0.0
H 1.054 -3.708 -15.230 0.0 0.0 -0.1
```
Positions in Å, forces in eV/Å.



Computed M (g mol⁻¹) in order:
834.03 85.08 36.03